Entry 1:
Molecular formula: C20H36Hg2O16S2
Method: DFT, ωB97M-V/def2-TZVPD

## Properties
net charge: +2

Last column: Löwdin charge in e.
Atoms and positions in Å:
1 Hg 1.64015 3.70687 -1.59930  1.356
2 Hg -0.95988 4.45016 0.28052  1.317
3 C 0.23705 -0.01289 -0.93999  -0.053
4 C -0.58122 1.15202 -0.54163  -0.453
5 O 0.06378 2.34669 -0.45685  -0.434
6 H 1.12861 0.05624 -0.31675  0.059
7 H 0.46997 0.25626 -1.97025  0.093
8 H -0.31437 -0.93968 -0.78156  0.091
9 H -1.01299 0.79525 0.39345  0.103
10 H -1.41558 1.31627 -1.22353  0.094
11 C -1.37249 3.64141 -3.57817  -0.085
12 C -0.97795 5.01348 -3.13161  -0.374
13 O -0.24020 5.05248 -1.92295  -0.467
14 H -2.08612 3.67421 -4.40144  0.105
15 H -1.89638 3.11742 -2.77875  0.061
16 H -0.47690 3.15764 -3.96803  0.085
17 H -1.82242 5.69774 -3.04960  0.133
18 H -0.36445 5.53351 -3.86732  0.133
19 C 1.88104 -5.93788 -0.97377  -0.241
20 C 2.87759 -5.69249 0.08621  -0.176
21 O 2.57946 -4.39827 0.55180  -0.178
22 S 1.73460 -3.48825 -0.54260  0.804
23 O 2.59676 -2.42186 -1.13529  -0.276
24 O 0.38163 -3.18265 0.01558  -0.278
25 O 1.52807 -4.75791 -1.58903  -0.165
26 H 1.05060 -6.53391 -0.59534  0.140
27 H 2.17206 -6.51598 -1.85081  0.150
28 H 3.82769 -5.72412 -0.44710  0.138
29 H 2.91010 -6.47025 0.84919  0.153
30 C -2.40571 0.01414 -3.71476  -0.215
31 C -3.56741 -0.54439 -2.84324  -0.163
32 O -4.55972 -0.91557 -3.77949  -0.183
33 S -3.88414 -1.30234 -5.20174  0.706
34 O -4.66659 -0.72300 -6.27277  -0.215
35 O -3.45410 -2.71165 -5.27375  -0.237
36 O -2.53410 -0.45383 -4.99777  -0.175
37 H -1.48050 -0.39238 -3.30632  0.120
38 H -2.54528 1.09450 -3.75268  0.105
39 H -4.03693 0.15302 -2.14951  0.131
40 H -3.26809 -1.47408 -2.35930  0.130
41 O 3.48387 2.44021 -0.94788  -0.050
42 C 4.10708 1.55069 -0.33123  -0.370
43 O 5.44109 1.66729 -0.06659  0.043
44 C 6.06623 0.61451 0.74911  -0.055
45 C 4.95503 -0.42345 0.78645  -0.104
46 C 3.69453 0.30346 0.34303  -0.080
47 H 6.26448 1.18252 1.65805  0.141
48 H 6.98957 0.27949 0.27657  0.141
49 H 4.88852 -0.78795 1.81155  0.111
50 H 5.10807 -1.24460 0.08619  0.129
51 H 3.04118 0.63510 1.15003  0.129
52 H 3.20411 -0.27825 -0.43747  0.101
53 O -6.75756 1.23793 3.19924  0.152
54 C -5.61379 0.87266 3.17909  -0.446
55 O -5.26632 -0.07323 2.28556  0.059
56 C -3.87891 -0.13593 2.09163  -0.221
57 C -3.27822 0.63453 3.13455  -0.213
58 C -4.37952 1.32969 3.95830  -0.018
59 H -3.49382 0.16630 1.11774  0.112
60 H -3.58746 -1.17368 2.25358  0.138
61 H -2.56579 1.27150 2.61031  0.087
62 H -2.62242 0.03278 3.76378  0.111
63 H -4.20107 2.39992 3.85417  0.119
64 H -4.12457 1.08217 4.98874  0.132
65 O 3.79740 -0.68733 3.99009  0.110
66 C 2.60465 -0.48230 3.85107  -0.435
67 O 1.77138 -1.39573 3.32322  0.047
68 C 0.50849 -0.83161 2.96710  -0.138
69 C 0.70241 0.67895 3.13753  -0.191
70 C 1.83025 0.84947 4.14138  -0.040
71 H -0.34638 -1.24215 3.50446  0.129
72 H 0.28309 -1.07015 1.92768  0.102
73 H -0.26813 1.10580 3.39042  0.093
74 H 0.90044 1.18325 2.19173  0.081
75 H 1.27409 0.84541 5.07881  0.130
76 H 2.31233 1.82679 4.11825  0.124

=====

Entry 2:
Molecular formula: C5H11N2O
Method: DFT, ωB97M-V/def2-TZVPD

## Properties
2S+1: 2
net charge: +2
⟨S²⟩: 0.755
relative energy (zero: lowest compared OMol25 entry of this formula, charge and spin): 7.2078 eV

Last column: Löwdin spin population.
Atoms and positions in Å:
1 O -2.67319 -1.39155 0.91217  0.000
2 C -3.00312 -1.16065 -0.22403  0.000
3 C -2.36956 -0.18755 -1.12651  0.000
4 C -1.14372 0.57842 -0.75465  0.000
5 C -1.28402 1.19966 0.71965  0.000
6 N 3.40040 -1.46797 0.66913  0.034
7 C 2.92976 -0.17003 0.57524  0.120
8 N 2.18180 0.42885 -0.36790  0.780
9 H -3.82395 -1.78881 -0.63916  0.000
10 H -2.17587 1.82446 0.75043  0.000
11 H -2.88278 0.10165 -2.04842  0.000
12 H -0.28827 -0.11267 -0.81330  0.001
13 H -1.04343 1.49143 -1.33964  0.000
14 H -0.33814 1.69745 0.92495  0.000
15 H -1.44972 0.33181 1.35086  0.000
16 H 4.14977 -1.67721 1.34313  0.001
17 H 3.86695 -0.78483 -0.13879  0.003
18 H 3.18772 0.49461 1.41397  0.037
19 H 2.75938 0.59292 -1.20712  0.024

=====

Entry 3:
Molecular formula: H6O3
Method: DFT, ωB97M-V/def2-TZVPD

## Properties
relative energy (zero: lowest compared OMol25 entry of this formula, charge and spin): 1.1213 eV
SMILES string: O.O.O

Last column: natural (NBO) charge in e.
Atoms and positions in Å:
1 O 21.30300 50.88300 13.67500  -0.955
2 H 21.57300 51.78300 13.42400  0.477
3 H 21.37000 50.28500 12.86000  0.479
4 O 18.30900 47.59600 14.34700  -0.946
5 H 18.53600 46.94400 13.82900  0.447
6 H 18.04500 48.39900 13.72800  0.488
7 O 17.76800 50.52500 13.79400  -0.932
8 H 17.94700 50.66700 14.69900  0.476
9 H 18.54300 50.69200 13.38500  0.467

=====

Entry 4:
Molecular formula: C28H46Br2F3O14P2S
Method: DFT, ωB97M-V/def2-TZVPD

## Properties
net charge: -1
relative energy (zero: lowest compared OMol25 entry of this formula, charge and spin): 0.0000 eV

Last column: Löwdin charge in e.
Atoms and positions in Å:
1 O 6.56203 -2.05513 -0.47252  -0.320
2 P 6.81474 -3.27871 -1.55072  0.112
3 O 6.11378 -4.42389 -0.59941  -0.312
4 S 8.76506 -3.56196 -1.74618  0.033
5 P 5.67848 -3.13910 -3.69547  0.265
6 C 4.96124 -1.37286 -3.29087  -0.424
7 C 3.97767 -0.99213 -2.16430  -0.272
8 C 2.92028 -1.95192 -1.64823  -0.777
9 F 3.43385 -3.11182 -1.20692  -0.009
10 Br 2.08101 -1.09881 -0.04902  0.855
11 C 1.73603 -2.30217 -2.59250  -0.908
12 F 1.09365 -3.38587 -2.12934  0.037
13 F 0.84229 -1.29047 -2.64928  -0.022
14 Br 2.24758 -2.66853 -4.42665  0.899
15 H 7.38406 -1.54289 -0.46433  0.026
16 H 6.17788 -5.26668 -1.07007  0.045
17 H 6.89713 -2.46388 -4.10776  -0.057
18 H 6.35238 -4.43104 -3.86422  -0.078
19 H 4.52742 -3.81370 -3.12039  -0.082
20 H 5.10814 -3.16904 -5.02772  -0.081
21 H 4.57547 -1.01375 -4.25354  0.027
22 H 5.86293 -0.78434 -3.08351  0.054
23 H 3.41962 -0.08482 -2.43374  0.112
24 H 4.55639 -0.73700 -1.27461  0.080
25 O 1.44800 3.12337 -0.83108  0.101
26 C 0.44752 2.48698 -0.64389  -0.504
27 O 0.26043 1.74466 0.46445  -0.014
28 C -0.98885 1.02142 0.39026  -0.156
29 C -1.83598 1.80680 -0.60489  -0.148
30 C -0.76999 2.36483 -1.54086  -0.073
31 H -0.76545 0.01240 0.03703  0.099
32 H -1.39985 0.95759 1.39299  0.111
33 H -2.58543 1.18719 -1.09190  0.118
34 H -2.35541 2.61732 -0.09432  0.095
35 H -0.51328 1.67204 -2.34650  0.126
36 H -1.00131 3.33238 -1.98060  0.120
37 O -1.21943 -1.08884 3.01484  0.105
38 C -0.09523 -1.12592 3.43211  -0.496
39 O 0.63897 -0.00609 3.60801  0.017
40 C 1.97438 -0.34312 4.03270  -0.145
41 C 1.85637 -1.72871 4.65506  -0.144
42 C 0.72798 -2.33617 3.82846  -0.075
43 H 2.62156 -0.34691 3.15322  0.116
44 H 2.31066 0.41619 4.73292  0.092
45 H 2.79316 -2.27932 4.61228  0.120
46 H 1.55920 -1.63781 5.70092  0.115
47 H 1.09080 -2.80152 2.90862  0.124
48 H 0.10141 -3.05118 4.35600  0.122
49 O -4.47263 1.74403 1.37838  0.126
50 C -4.81070 2.84802 1.68984  -0.478
51 O -4.45763 3.94217 0.96984  0.015
52 C -4.92591 5.14204 1.60737  -0.148
53 C -6.07124 4.69502 2.51021  -0.149
54 C -5.64170 3.28163 2.88204  -0.071
55 H -4.09461 5.57187 2.17204  0.124
56 H -5.22769 5.83332 0.82435  0.123
57 H -6.22471 5.35675 3.36070  0.114
58 H -6.98836 4.64914 1.92671  0.082
59 H -4.99562 3.24972 3.76261  0.130
60 H -6.45907 2.58014 3.03048  0.121
61 O 3.43273 0.59747 6.84386  0.116
62 C 3.78688 1.74061 6.83679  -0.483
63 O 5.08211 2.09588 7.01005  0.027
64 C 5.21553 3.52618 7.01933  -0.156
65 C 3.98236 4.05020 6.28874  -0.149
66 C 2.94585 2.98710 6.63415  -0.074
67 H 5.24851 3.85828 8.05995  0.124
68 H 6.15870 3.77107 6.53745  0.125
69 H 3.71164 5.05828 6.59513  0.113
70 H 4.16333 4.05487 5.21337  0.122
71 H 2.42823 3.19358 7.57387  0.131
72 H 2.19803 2.80769 5.86533  0.123
73 O -7.97976 4.76094 -0.36709  0.128
74 C -8.90220 4.03355 -0.14260  -0.477
75 O -8.96157 3.27988 0.98570  0.009
76 C -10.11047 2.41700 0.95658  -0.149
77 C -11.08418 3.08251 -0.01214  -0.150
78 C -10.13106 3.76314 -0.98804  -0.074
79 H -9.78846 1.43380 0.60719  0.129
80 H -10.48238 2.32891 1.97436  0.125
81 H -11.76446 2.37045 -0.47392  0.114
82 H -11.67669 3.83164 0.51495  0.117
83 H -9.82762 3.10137 -1.80237  0.134
84 H -10.49484 4.69128 -1.42106  0.126
85 O 4.07332 -7.25113 -7.12972  0.128
86 C 3.04599 -6.66001 -7.27610  -0.485
87 O 2.97814 -5.30696 -7.33540  0.020
88 C 1.61724 -4.87382 -7.46533  -0.174
89 C 0.86894 -6.07405 -8.04140  -0.156
90 C 1.64715 -7.23430 -7.43611  -0.082
91 H 1.23664 -4.59816 -6.47968  0.081
92 H 1.61286 -3.99603 -8.10768  0.126
93 H -0.19057 -6.06010 -7.79298  0.112
94 H 0.96716 -6.08952 -9.12834  0.114
95 H 1.28414 -7.51302 -6.44451  0.131
96 H 1.68931 -8.12948 -8.05142  0.120

=====

Going through the records in order, we get E_tot values of -84077.2467; -10364.9109; -6239.1319; -236099.7151 eV.
Going through the records in order, we get max |F| values of 0.080; 0.087; 0.168; 0.007 Eh/bohr.